1.
A molecular structure, C30H19N9S2W. Source: the OMol25 dataset; level of theory: ωB97M-V/def2-TZVPD.

Each line ends with the Löwdin charge.
Element x y z (Å)
W  0.446  0.751  0.324  1.243
N  0.586  -3.570  -0.527  0.167
C  0.251  -2.374  -0.091  -0.131
N  0.632  -1.246  -0.652  -0.091
C  1.492  -1.305  -1.759  -0.288
N  1.952  -0.220  -2.297  0.106
N  1.349  0.895  -1.794  -0.114
C  1.987  2.011  -1.801  -0.009
C  1.145  3.133  -1.351  -0.264
C  1.311  4.435  -1.758  0.035
C  0.363  5.382  -1.376  0.011
C  -0.715  4.986  -0.607  0.002
C  -0.799  3.662  -0.205  -0.128
N  0.107  2.755  -0.562  -0.155
C  1.878  -2.599  -2.287  -0.083
C  2.709  -2.732  -3.402  0.016
C  3.052  -3.989  -3.852  -0.025
C  2.575  -5.129  -3.200  -0.020
C  1.752  -5.016  -2.096  0.012
C  1.414  -3.749  -1.649  -0.154
H  0.263  -4.385  -0.024  0.180
H  -0.366  -2.330  0.797  0.143
H  3.001  2.150  -2.164  0.158
H  2.158  4.710  -2.372  0.138
H  0.471  6.414  -1.682  0.133
H  -1.471  5.692  -0.294  0.129
H  -1.593  3.319  0.446  0.127
H  3.076  -1.842  -3.894  0.124
H  3.696  -4.097  -4.713  0.124
H  2.854  -6.109  -3.562  0.126
H  1.381  -5.896  -1.585  0.129
C  -3.277  0.607  -2.215  0.002
C  -1.967  0.778  -1.773  -0.085
N  -1.601  0.545  -0.518  -0.031
C  -2.542  0.114  0.358  -0.149
C  -3.882  -0.075  0.005  -0.118
C  -4.240  0.186  -1.328  0.048
C  -4.808  -0.516  1.009  0.016
C  -4.397  -0.753  2.273  0.018
C  -3.022  -0.580  2.651  -0.119
C  -2.538  -0.821  3.949  0.051
C  -1.203  -0.633  4.212  0.017
C  -0.355  -0.202  3.194  -0.090
N  -0.778  0.039  1.953  -0.079
C  -2.105  -0.149  1.690  -0.150
H  -3.517  0.813  -3.249  0.128
H  -1.191  1.114  -2.449  0.117
H  -5.267  0.055  -1.646  0.140
H  -5.845  -0.652  0.734  0.134
H  -5.101  -1.081  3.026  0.134
H  -3.216  -1.150  4.726  0.140
H  -0.793  -0.805  5.196  0.133
H  0.696  -0.047  3.388  0.088
S  1.205  2.463  1.897  0.737
C  2.435  1.751  2.901  -0.691
C  2.850  2.508  4.042  -0.240
N  3.183  3.126  4.951  0.215
C  2.988  0.567  2.576  -0.689
S  2.443  -0.293  1.157  0.714
C  4.024  -0.051  3.342  -0.244
N  4.864  -0.565  3.934  0.212

Output
Lowest unoccupied orbital energy (alpha / beta): -6.862 / -7.366 eV
<S²>: 2.02
Energy relative to the best compared isomer or geometry (same formula, charge and spin): 80.63 kJ/mol
Orbital gap (alpha / beta): 5.87 / 6.23 eV
Electronic energy: -68313.396 eV
Spin multiplicity: 3
Net charge: +2
HOMO (alpha / beta): -12.7 / -13.6 eV

=====

2.
A molecular structure, C30H20CuN2O4P. Source: the OMol25 dataset; level of theory: ωB97M-V/def2-TZVPD.

Each line ends with the Löwdin charge.
Element x y z (Å)
Cu  -1.499  0.232  0.504  0.241
O  -1.313  3.947  1.721  -0.026
C  -1.591  2.852  1.233  -0.637
O  -1.482  1.723  1.808  -0.152
C  -2.095  2.791  -0.261  -0.623
O  -2.554  3.804  -0.782  -0.017
O  -1.948  1.659  -0.819  -0.116
C  5.207  2.579  1.964  -0.128
C  4.724  2.983  0.732  -0.110
C  3.536  2.473  0.236  -0.084
C  2.802  1.539  0.966  -0.351
C  3.287  1.168  2.224  -0.117
C  4.477  1.666  2.712  -0.112
P  1.133  0.845  0.546  1.153
C  1.010  1.422  -1.179  -0.351
C  1.067  0.591  -2.291  -0.069
C  0.961  1.126  -3.563  -0.102
C  0.772  2.487  -3.736  -0.112
C  0.693  3.317  -2.629  -0.082
C  0.809  2.790  -1.359  -0.120
C  1.646  -0.888  0.253  -0.317
C  2.965  -1.214  0.025  -0.106
C  3.345  -2.537  -0.222  -0.108
C  2.409  -3.533  -0.199  -0.070
C  1.049  -3.237  0.034  -0.194
C  0.084  -4.260  0.033  -0.093
C  -1.240  -3.946  0.171  -0.116
C  -1.633  -2.615  0.327  -0.136
C  -0.750  -1.549  0.372  -0.120
C  0.634  -1.885  0.229  -0.199
H  6.143  2.976  2.341  0.083
H  5.283  3.697  0.139  0.090
H  3.189  2.787  -0.739  0.091
H  2.710  0.462  2.808  0.105
H  4.842  1.349  3.681  0.089
H  1.186  -0.477  -2.170  0.101
H  1.015  0.476  -4.429  0.088
H  0.689  2.901  -4.734  0.085
H  0.526  4.378  -2.756  0.101
H  0.728  3.428  -0.488  0.119
H  3.724  -0.443  0.015  0.094
H  4.385  -2.761  -0.434  0.087
H  2.689  -4.565  -0.391  0.094
H  0.406  -5.288  -0.102  0.088
H  -1.993  -4.727  0.152  0.087
H  -2.693  -2.436  0.411  0.048
N  -7.328  -3.965  0.651  0.127
C  -6.489  -3.162  0.621  -0.220
C  -5.506  -2.184  0.616  -0.248
C  -4.894  -1.749  1.816  -0.019
C  -4.005  -0.706  1.778  -0.118
N  -3.640  -0.062  0.658  0.061
C  -4.203  -0.486  -0.486  -0.108
C  -5.107  -1.513  -0.566  -0.013
H  -5.163  -2.214  2.755  0.110
H  -3.547  -0.329  2.682  0.122
H  -3.900  0.065  -1.365  0.119
H  -5.556  -1.782  -1.513  0.110

Output
Lowest unoccupied orbital energy: 4.248 eV
Energy relative to the best compared isomer or geometry (same formula, charge and spin): 62.43 kJ/mol
Orbital gap: 5.18 eV
Electronic energy: -96534.397 eV
Net charge: -2
HOMO: -0.9 eV

=====

3.
A molecular structure, C30H20IrO5P2S2. Source: the OMol25 dataset; level of theory: ωB97M-V/def2-TZVPD.

Each line ends with the Löwdin charge.
Element x y z (Å)
Ir  0.593  2.021  -1.676  1.007
S  2.932  0.500  -1.066  0.321
P  1.532  -0.373  0.057  0.409
C  0.247  0.809  0.008  -0.704
P  -1.490  0.692  0.145  0.401
S  -2.138  2.199  -0.984  0.329
C  -1.992  0.940  1.875  -0.348
C  -1.737  -0.032  2.837  -0.102
C  -1.944  0.254  4.172  -0.088
C  -2.398  1.509  4.556  -0.087
C  -2.647  2.479  3.598  -0.077
C  -2.441  2.198  2.261  -0.098
C  -2.350  -0.799  -0.458  -0.343
C  -3.513  -1.270  0.135  -0.084
C  -4.236  -2.272  -0.487  -0.086
C  -3.793  -2.804  -1.688  -0.086
C  -2.624  -2.342  -2.274  -0.070
C  -1.910  -1.328  -1.667  -0.099
C  2.236  -0.590  1.730  -0.345
C  3.166  -1.590  1.991  -0.091
C  3.834  -1.606  3.202  -0.086
C  3.581  -0.626  4.150  -0.089
C  2.642  0.360  3.895  -0.078
C  1.976  0.385  2.684  -0.084
C  1.206  -2.054  -0.590  -0.353
C  0.578  -3.034  0.171  -0.093
C  0.279  -4.256  -0.404  -0.085
C  0.605  -4.501  -1.729  -0.088
C  1.212  -3.518  -2.493  -0.075
C  1.506  -2.292  -1.927  -0.115
H  -1.379  -1.006  2.529  0.105
H  -1.738  -0.499  4.921  0.101
H  -2.548  1.731  5.603  0.099
H  -2.995  3.459  3.893  0.104
H  -2.627  2.943  1.500  0.058
H  -3.854  -0.839  1.067  0.102
H  -5.150  -2.637  -0.037  0.101
H  -4.367  -3.580  -2.172  0.099
H  -2.277  -2.768  -3.205  0.107
H  -1.014  -0.921  -2.124  0.096
H  3.366  -2.341  1.239  0.108
H  4.560  -2.380  3.408  0.101
H  4.123  -0.627  5.086  0.099
H  2.433  1.114  4.641  0.103
H  1.253  1.157  2.459  0.099
H  0.338  -2.834  1.208  0.105
H  -0.218  -5.020  0.178  0.102
H  0.377  -5.460  -2.170  0.100
H  1.453  -3.703  -3.530  0.106
H  1.985  -1.511  -2.503  0.066
O  2.115  6.423  -5.871  0.100
C  1.837  5.564  -5.059  -0.277
C  1.337  4.174  -5.371  -0.306
O  1.145  3.720  -6.486  0.070
C  1.130  3.514  -4.072  -0.329
C  1.472  4.420  -3.001  -0.331
O  1.385  4.114  -1.784  -0.111
C  1.928  5.704  -3.559  -0.308
O  2.303  6.691  -2.953  0.074
O  0.716  2.342  -3.856  -0.155

Output
Lowest unoccupied orbital energy (alpha / beta): 1.481 / 1.480 eV
Orbital gap (alpha / beta): 5.52 / 5.52 eV
Electronic energy: -84760.051 eV
Net charge: -1
HOMO (alpha / beta): -4.0 / -4.0 eV

=====

4.
A molecular structure, C30H21BrCoF9N5O5. Source: the OMol25 dataset; level of theory: ωB97M-V/def2-TZVPD.

Each line ends with the Löwdin charge.
Element x y z (Å)
Co  0.509  0.366  -0.493  0.622
O  -4.066  4.313  3.229  -0.055
C  -3.390  3.233  3.843  -0.205
C  -2.565  2.505  2.819  -0.173
C  -1.911  1.329  3.153  0.014
C  -1.131  0.688  2.207  -0.057
N  -1.001  1.151  0.961  0.074
C  -1.635  2.281  0.631  -0.185
C  -2.417  2.990  1.530  0.054
C  -1.443  2.721  -0.774  -0.172
C  -2.159  3.767  -1.344  0.057
C  -1.946  4.096  -2.673  -0.169
C  -2.677  5.248  -3.318  -0.208
O  -3.843  5.642  -2.627  -0.049
C  -1.026  3.344  -3.395  0.012
C  -0.353  2.321  -2.756  -0.103
N  -0.543  2.022  -1.472  0.065
H  -4.545  4.804  3.903  0.095
H  -4.097  2.526  4.291  0.131
H  -2.724  3.587  4.639  0.134
H  -1.988  0.906  4.147  0.126
H  -0.569  -0.205  2.457  0.086
H  -2.907  3.911  1.254  0.111
H  -2.887  4.323  -0.774  0.116
H  -2.889  5.005  -4.364  0.128
H  -2.020  6.120  -3.320  0.137
H  -4.531  4.984  -2.769  0.099
H  -0.835  3.539  -4.442  0.125
H  0.347  1.695  -3.284  0.093
N  3.007  2.157  0.852  0.185
C  2.061  1.715  0.356  0.032
H  3.849  2.489  1.272  0.102
Br  3.225  -7.459  0.182  0.721
C  2.617  -5.731  0.669  -0.691
C  2.127  -5.522  1.949  -0.119
C  1.676  -4.259  2.298  -0.011
C  1.713  -3.217  1.378  -0.138
C  2.212  -3.450  0.102  -0.039
C  2.667  -4.708  -0.262  -0.115
C  1.165  -1.859  1.770  -0.594
O  0.735  -1.707  2.913  0.014
O  1.185  -0.960  0.859  -0.130
H  2.097  -6.338  2.657  0.099
H  1.283  -4.061  3.285  0.117
H  2.235  -2.637  -0.607  0.088
H  3.050  -4.892  -1.256  0.100
N  -0.909  -5.899  -1.000  0.187
C  -1.068  -4.815  -1.344  -0.165
C  -1.281  -3.467  -1.786  -0.178
C  -2.016  -3.197  -2.935  0.003
C  -2.195  -1.877  -3.300  -0.031
C  -1.627  -0.885  -2.517  -0.099
N  -0.910  -1.140  -1.423  0.064
C  -0.748  -2.408  -1.059  -0.037
H  -2.432  -4.007  -3.518  0.127
H  -2.760  -1.612  -4.182  0.111
H  -1.745  0.157  -2.781  0.100
H  -0.169  -2.588  -0.167  0.102
F  1.442  -1.509  -4.248  0.157
C  2.680  -1.405  -3.749  -0.542
F  2.930  -2.539  -3.076  0.162
F  3.525  -1.351  -4.788  0.164
C  2.776  -0.172  -2.788  -0.329
O  1.683  -0.148  -2.032  -0.165
C  4.095  -0.308  -1.947  -0.540
F  4.471  0.889  -1.451  0.138
F  3.925  -1.118  -0.910  0.171
F  5.127  -0.772  -2.668  0.165
C  2.924  1.117  -3.662  -0.543
F  2.020  1.112  -4.664  0.143
F  2.683  2.217  -2.933  0.145
F  4.129  1.263  -4.222  0.170

Output
Lowest unoccupied orbital energy (alpha / beta): -0.642 / -0.621 eV
<S²>: 3.76
Energy relative to the best compared isomer or geometry (same formula, charge and spin): 30.97 kJ/mol
Orbital gap (alpha / beta): 7.77 / 7.79 eV
Electronic energy: -181268.111 eV
Spin multiplicity: 4
Net charge: 0
HOMO (alpha / beta): -8.4 / -8.4 eV